ORCA calculation (ωB97M-V/def2-TZVPD) on 2 unconnected molecules or ions with the total composition C4H9N2.

Structure (XYZ):
```
15
Properties=species:S:1:pos:R:3:forces:R:3:lowdin_charge:R:1
N 0.152 1.380 2.201 0.9 0.1 1.4 0.0069
N -0.542 -0.894 -0.787 0.8 -0.5 0.9 0.1312
C 0.432 1.989 3.524 2.6 -2.1 -0.8 -0.0114
C 0.108 -0.852 -1.904 -1.7 0.3 1.6 -0.1788
C -0.233 -1.616 -3.055 -0.5 -1.6 -2.1 -0.0478
C 0.198 0.837 1.187 -0.2 -0.1 0.6 0.1176
H -0.431 2.350 3.907 -2.8 1.2 1.0 0.0448
H -1.318 -1.585 -0.705 1.0 0.5 0.0 0.1469
H -1.111 -2.250 -2.729 0.8 0.4 -1.3 0.1101
H -0.438 -0.838 -3.864 -0.2 -1.2 0.8 0.1339
H 1.125 2.795 3.335 0.2 0.1 0.1 0.0949
H 0.608 -2.253 -3.531 -1.2 1.0 1.1 0.1437
H 0.876 1.266 4.304 -0.6 0.7 -1.8 0.1378
H -0.136 -0.308 0.196 -1.0 -0.1 -2.1 0.0485
H 0.709 -0.020 -2.079 1.9 1.2 0.4 0.1217
```
Forces are in eV/Å.

## Properties
ΔE to the lowest compared entry with this formula, charge and spin ... 62.50 kcal/mol
Max |F| ... 3.462 eV/Å
Charge ... +1
Electronic energy ... -7265.43159 eV

ORCA calculation (ωB97M-V/def2-TZVPD) on a gas-phase ion, C4H9N2 (charge +1).

Structure (XYZ):
```
15
Properties=species:S:1:pos:R:3:forces:R:3:lowdin_charge:R:1
N -0.994 -1.269 -0.626 -1.5 -4.5 1.0 0.1870
N 1.581 0.607 0.394 2.5 -3.2 2.2 0.1077
C -0.667 1.563 -0.027 2.9 -2.5 -1.5 0.0678
C 0.319 0.249 0.010 -1.7 2.4 1.8 -0.4504
C -0.188 -1.099 0.583 0.7 2.1 1.0 -0.0141
C 0.381 -0.982 -0.735 1.4 -0.4 -1.5 -0.0977
H -0.016 -1.626 1.532 -0.5 -0.2 -0.9 0.1814
H -1.235 -2.273 -0.695 -0.5 0.9 -0.6 0.2125
H 1.746 1.540 0.582 0.4 2.0 0.7 0.0700
H -0.800 1.904 0.969 -0.1 0.1 0.9 0.0806
H -1.684 -0.580 -0.812 -0.9 0.5 -0.5 0.1510
H -1.592 1.337 -0.501 -0.8 0.3 -0.5 0.0579
H 1.996 -0.073 1.126 -0.6 2.0 -1.7 0.1634
H 1.185 -1.547 -1.199 -0.5 0.3 -0.5 0.1864
H -0.032 2.248 -0.602 -0.8 0.2 0.0 0.0963
```
Forces are in eV/Å.

## Properties
ΔE to the lowest compared entry with this formula, charge and spin ... 99.08 kcal/mol
SMILES ... C[C@]1(N)[C@@H]2[NH2+][C@@H]21
Max |F| ... 4.810 eV/Å
Charge ... +1
Electronic energy ... -7263.84527 eV

ORCA calculation (ωB97M-V/def2-TZVPD) on a gas-phase ion, C4H9N2 (charge +1).

Structure (XYZ):
```
15
Properties=species:S:1:pos:R:3:forces:R:3:lowdin_charge:R:1
N -1.660 -1.411 -0.900 2.0 3.0 -1.4 0.1387
N 0.308 -1.172 0.159 -0.7 1.8 -0.3 0.0786
C -0.392 -0.070 0.306 -0.5 -3.9 -1.7 0.0562
C -0.437 -2.165 -0.560 -0.6 -3.0 1.2 -0.2710
C 0.943 1.985 0.123 0.4 -0.6 -0.5 -0.0818
C -0.186 1.215 0.888 -1.3 2.6 1.6 -0.2181
H -0.017 1.160 2.031 -0.3 -0.2 -1.7 0.1679
H 2.020 1.489 0.251 -2.4 1.4 -0.3 0.1290
H 0.159 -2.770 -1.367 -1.1 1.5 1.3 0.1684
H 0.833 3.068 0.409 0.7 -1.2 -0.1 0.1002
H -1.143 1.917 0.735 1.8 -1.9 0.4 0.1823
H -1.449 -0.880 -1.856 -0.6 -1.2 2.2 0.1253
H 0.554 1.907 -0.927 1.1 0.3 0.6 0.0866
H 1.260 -1.338 0.441 0.6 0.2 0.6 0.1721
H -0.793 -2.934 0.266 0.9 1.1 -1.8 0.1657
```
Forces are in eV/Å.

## Properties
ΔE to the lowest compared entry with this formula, charge and spin ... 139.87 kcal/mol
Max |F| ... 4.281 eV/Å
Charge ... +1
Electronic energy ... -7262.07644 eV

ORCA calculation (ωB97M-V/def2-TZVPD) on a gas-phase ion, C4H9N2O (charge +1).

Structure (XYZ):
```
16
Properties=species:S:1:pos:R:3:forces:R:3:lowdin_charge:R:1
O 3.415 0.023 0.563 -0.5 -0.1 0.2 0.2959
N 1.320 -0.632 -0.109 4.5 0.9 1.1 0.2843
N 2.333 -0.263 0.281 -2.8 -0.9 -1.6 -0.0015
C -0.141 2.021 -0.205 1.2 1.9 2.2 -0.1055
C -0.110 -0.625 -0.422 -1.4 1.6 2.2 -0.2868
C -0.672 -1.915 0.093 -3.0 -2.9 1.7 -0.0750
C -0.714 0.701 0.322 -1.8 -1.6 -5.1 -0.1657
H -0.211 -0.501 -1.478 0.3 0.0 -0.8 0.1496
H -0.518 -2.137 1.210 0.3 0.7 -1.6 0.1167
H 1.020 2.111 -0.055 -2.1 0.0 0.2 0.0897
H -0.664 2.997 0.310 1.4 -2.6 -1.3 0.1494
H -0.220 2.108 -1.274 -0.5 0.0 -0.4 0.0593
H -1.860 -2.044 0.069 2.4 1.1 -0.4 0.1477
H -0.388 -2.857 -0.442 0.3 1.1 0.2 0.0975
H -0.829 0.485 1.330 0.1 0.1 2.0 0.0853
H -1.759 0.527 -0.194 1.5 0.8 1.4 0.1592
```
Forces are in eV/Å.

## Properties
ΔE to the lowest compared entry with this formula, charge and spin ... 144.24 kcal/mol
SMILES ... CC[C@H](C)N=[N+]=O
Max |F| ... 5.674 eV/Å
Charge ... +1
Electronic energy ... -9309.76097 eV

ORCA calculation (ωB97M-V/def2-TZVPD) on a gas-phase ion, C4H9N2O (charge +1).

Structure (XYZ):
```
16
Properties=species:S:1:pos:R:3:forces:R:3:lowdin_charge:R:1
O 1.695 2.798 1.306 0.0 0.4 0.2 0.1605
N 0.809 0.748 1.836 0.0 -1.5 3.4 0.1089
N 0.356 -0.200 -0.200 3.7 1.2 -1.1 -0.1689
C -0.744 -0.551 -1.032 -4.6 -2.0 2.1 -0.0185
C 0.069 -0.339 1.264 -1.0 2.0 -0.8 -0.0588
C 1.177 1.762 1.070 0.3 -0.9 -3.2 -0.4537
C 0.833 1.172 -0.455 -3.1 3.6 4.7 0.0263
H 0.275 -1.323 1.617 0.3 -0.6 0.4 0.1495
H 1.711 1.342 -0.927 2.3 -0.1 -2.2 0.1043
H -1.016 -0.121 1.222 0.3 -0.4 0.9 0.1482
H -1.651 0.175 -0.984 2.1 -0.7 -0.4 0.1583
H 0.021 1.927 -0.618 0.5 -1.1 -1.0 0.1651
H 0.989 0.808 2.855 -0.3 -0.2 -1.0 0.1981
H 1.234 -0.681 -0.535 -1.3 -0.5 0.9 0.2272
H -1.232 -1.453 -0.443 1.0 1.1 -1.9 0.1524
H -0.376 -0.790 -1.991 -0.2 -0.3 -1.2 0.1010
```
Forces are in eV/Å.

## Properties
ΔE to the lowest compared entry with this formula, charge and spin ... 59.74 kcal/mol
SMILES ... C[N@@H+]1CNC(=O)C1
Max |F| ... 6.691 eV/Å
Charge ... +1
Electronic energy ... -9313.42536 eV

ORCA calculation (ωB97M-V/def2-TZVPD) on 3 unconnected molecules or ions with the total composition C4H9N2O.

Structure (XYZ):
```
16
Properties=species:S:1:pos:R:3:forces:R:3:lowdin_charge:R:1
O -1.407 1.163 -1.675 0.3 -0.6 2.4 0.1282
N -2.241 1.799 -3.734 0.1 -0.6 0.2 0.2398
N 1.776 2.561 0.160 -0.5 -3.2 -2.2 0.3720
C 1.302 0.210 -0.701 0.2 -2.6 -1.3 0.0121
C 1.613 1.488 -0.299 0.4 5.0 2.7 -0.0261
C -1.993 1.526 -2.600 0.8 0.3 -1.9 -0.3879
C -1.069 -2.709 3.003 1.8 0.6 0.5 -0.0457
H -2.868 2.415 -4.147 -1.2 1.0 -0.7 0.0750
H 1.770 3.566 0.016 0.2 -0.1 0.4 0.1656
H -1.501 -3.283 2.230 -0.3 -0.7 -1.0 -0.0044
H 0.199 0.087 -0.723 0.5 0.0 0.3 0.1074
H -1.842 -2.151 3.455 -0.9 0.7 0.6 -0.0054
H 1.870 -0.586 -0.125 -0.7 0.9 -0.5 0.1606
H 1.621 0.171 -1.774 -0.1 -0.2 0.6 0.1520
H -0.306 -1.976 2.605 -0.7 -1.0 0.4 0.0241
H -0.655 -3.375 3.780 0.1 0.4 -0.5 0.0328
```
Forces are in eV/Å.

## Properties
ΔE to the lowest compared entry with this formula, charge and spin ... 70.73 kcal/mol
Max |F| ... 5.748 eV/Å
Charge ... +1
Electronic energy ... -9312.94852 eV

ORCA calculation (ωB97M-V/def2-TZVPD) on a gas-phase ion, C4H9N2O (charge +1).

Structure (XYZ):
```
16
Properties=species:S:1:pos:R:3:forces:R:3:lowdin_charge:R:1
O -3.270 0.571 0.072 0.5 -0.8 -0.1 0.2261
N -1.569 -1.020 0.108 2.1 -4.9 -0.5 0.0673
N 0.437 0.162 0.273 0.6 -0.2 -2.9 -0.2143
C 1.909 0.216 0.222 2.7 1.2 0.4 -0.0132
C -0.216 1.369 -0.296 -3.0 -1.9 1.5 0.0539
C -0.188 -1.038 -0.362 0.2 -3.0 3.4 -0.0874
C -2.240 0.035 -0.014 -1.6 5.3 -0.4 -0.2666
H 2.351 0.378 -0.820 -1.3 0.0 1.3 0.1356
H -0.133 2.239 0.315 -0.1 0.2 0.9 0.0782
H 2.122 1.141 0.853 0.2 -1.2 -1.0 0.1294
H 0.100 -2.066 0.203 0.6 2.5 -1.6 0.1954
H -0.006 -1.139 -1.415 -0.1 0.5 -0.5 0.1455
H -1.877 -2.031 0.318 -0.4 2.4 -0.3 0.2264
H 2.522 -0.639 0.635 -1.4 0.6 -0.1 0.1193
H 0.063 0.198 1.182 0.1 -0.4 1.9 0.1520
H -0.005 1.623 -1.273 0.7 -0.2 -2.1 0.0524
```
Forces are in eV/Å.

## Properties
ΔE to the lowest compared entry with this formula, charge and spin ... 114.95 kcal/mol
Max |F| ... 5.589 eV/Å
Charge ... +1
Electronic energy ... -9311.03116 eV

ORCA calculation (ωB97M-V/def2-TZVPD) on 2 unconnected molecules or ions with the total composition C4H9N2O.

Structure (XYZ):
```
16
Properties=species:S:1:pos:R:3:forces:R:3:lowdin_charge:R:1
O 0.741 -1.781 -0.086 -1.8 -4.0 0.5 0.1031
N -0.424 -1.282 -0.595 1.9 1.7 -0.4 -0.3185
N -0.788 -0.165 -0.463 0.2 2.6 1.4 0.2642
C 0.502 0.845 2.023 0.3 2.4 -0.2 0.0744
C 0.372 2.519 -0.037 3.4 -1.6 -0.9 -0.0603
C -1.072 -2.301 -1.343 -1.4 -0.8 -2.7 0.0250
C 0.279 1.274 0.831 -0.5 1.7 -1.3 -0.0536
H -1.185 -3.083 -0.633 -0.3 -1.1 0.1 0.1039
H -0.565 2.794 -0.506 0.0 0.1 0.1 0.0754
H 0.821 1.398 2.919 0.1 0.7 -0.9 0.1290
H 0.944 3.372 0.497 -1.4 -1.4 -0.3 0.1344
H 0.307 -0.077 2.332 -0.9 -4.2 0.8 0.0353
H 1.219 2.231 -0.844 -2.2 0.7 1.3 0.1366
H 1.460 -1.218 -0.033 2.0 2.9 0.0 0.0886
H -2.022 -1.919 -1.736 0.0 0.0 0.8 0.1150
H -0.588 -2.607 -2.327 0.4 0.3 1.8 0.1476
```
Forces are in eV/Å.

## Properties
ΔE to the lowest compared entry with this formula, charge and spin ... 179.48 kcal/mol
Max |F| ... 4.398 eV/Å
Charge ... +1
Electronic energy ... -9308.23280 eV

ORCA calculation (ωB97M-V/def2-TZVPD) on 2 unconnected molecules or ions with the total composition C4H9N2O.

Structure (XYZ):
```
16
Properties=species:S:1:pos:R:3:forces:R:3:lowdin_charge:R:1
O -0.317 1.684 -0.963 -1.0 0.2 -0.8 -0.0386
N 1.354 0.871 0.658 0.9 0.5 -0.5 0.0811
N -1.191 0.796 -0.852 1.0 -0.8 0.9 -0.0196
C 2.470 0.220 -0.153 2.2 2.0 -1.4 -0.0451
C 1.443 -0.588 0.389 -2.1 -0.4 0.1 -0.0880
C -1.730 -0.182 -0.534 0.5 1.0 -1.3 -0.0227
C -2.864 -0.993 -0.206 -1.4 1.2 0.9 -0.0066
H 2.351 0.506 -1.218 0.3 -0.2 0.8 0.1409
H 0.609 -0.991 -0.237 1.2 0.1 0.8 0.1332
H 1.596 1.093 1.611 0.0 0.3 0.1 0.1596
H -3.084 -1.950 -0.676 0.4 0.3 -0.3 0.1051
H 1.684 -0.941 1.349 -0.1 -1.8 0.7 0.1186
H 3.554 0.261 0.224 -2.1 -0.1 -0.3 0.1662
H -2.883 -1.074 0.877 0.1 -0.5 0.2 0.0989
H -3.625 -0.199 -0.376 -0.4 -1.1 -0.2 0.1249
H 0.633 1.488 0.106 0.6 -0.8 0.2 0.0921
```
Forces are in eV/Å.

## Properties
ΔE to the lowest compared entry with this formula, charge and spin ... 123.58 kcal/mol
Max |F| ... 3.266 eV/Å
Charge ... +1
Electronic energy ... -9310.65671 eV

ORCA calculation (ωB97M-V/def2-TZVPD) on a gas-phase ion, C4H9N2O (charge +1).

Structure (XYZ):
```
16
Properties=species:S:1:pos:R:3:forces:R:3:lowdin_charge:R:1
O 0.537 3.261 -0.407 1.5 -1.3 -0.3 0.1800
N 0.921 1.220 0.436 0.6 0.9 0.9 0.1573
N -0.825 -0.235 -0.922 1.8 1.2 -2.5 0.0464
C -0.421 -2.034 0.598 2.5 0.8 0.0 -0.0183
C 0.308 -0.903 -0.307 -1.1 -4.0 0.2 -0.3612
C 1.122 -0.026 0.570 1.5 0.9 -2.0 0.0174
C 0.135 2.212 0.242 -1.3 -0.6 0.4 -0.1474
H -0.880 2.067 0.671 0.6 0.9 -0.1 0.1778
H -0.731 -0.203 -1.965 0.2 0.3 1.3 0.1252
H -0.923 -1.551 1.393 -1.2 0.5 0.6 0.0689
H 2.131 -0.327 1.012 -1.9 0.0 0.2 0.1859
H 0.985 -1.592 -0.971 -1.0 1.8 0.8 0.1874
H -1.697 -0.682 -0.806 -0.8 -0.8 0.7 0.0667
H 0.291 -2.674 1.110 0.3 -0.2 -0.2 0.0834
H 0.068 4.073 -0.588 -1.2 0.0 0.4 0.1538
H -1.021 -2.607 -0.067 -0.6 -0.4 -0.3 0.0765
```
Forces are in eV/Å.

## Properties
ΔE to the lowest compared entry with this formula, charge and spin ... 72.83 kcal/mol
SMILES ... C[C@@H](N)C=[N+]=CO
Max |F| ... 4.167 eV/Å
Charge ... +1
Electronic energy ... -9312.85761 eV

ORCA calculation (ωB97M-V/def2-TZVPD) on a gas-phase ion, C4H9N2O2 (charge -1).

Structure (XYZ):
```
17
Properties=species:S:1:pos:R:3:forces:R:3:lowdin_charge:R:1
O 0.132 2.171 3.010 -0.1 -1.9 0.8 -0.0702
O -0.275 -0.008 -3.436 1.8 -0.3 -3.0 -0.2531
N 0.063 0.492 1.508 1.6 -2.2 1.3 0.0044
N -0.124 0.293 -1.127 0.7 1.7 0.1 -0.1167
C -0.961 0.223 -2.422 -1.4 1.7 1.9 -0.6560
C 0.555 -0.880 -0.659 1.9 1.8 2.4 -0.1983
C 0.485 -0.879 1.044 -3.4 1.2 -1.7 -0.1284
C 0.133 0.938 2.802 -0.2 3.3 -3.5 -0.3485
H 1.674 -0.959 -0.958 -1.8 0.0 0.4 0.1177
H -1.612 1.238 -2.380 1.1 -0.7 0.1 0.0858
H 1.334 -1.228 1.527 1.9 -0.4 0.7 0.0536
H 0.030 -1.730 -0.960 -0.7 -1.5 -0.6 0.0670
H -1.766 -0.482 -2.246 -0.7 -1.1 0.8 0.0534
H 0.119 0.187 3.556 0.2 -0.8 0.9 0.1047
H 0.001 1.077 0.697 -0.4 0.9 -0.2 0.0824
H 0.580 1.053 -1.314 -1.0 -1.2 0.0 0.1120
H -0.368 -1.507 1.358 0.4 -0.3 -0.4 0.0904
```
Forces are in eV/Å.

## Properties
ΔE to the lowest compared entry with this formula, charge and spin ... 73.40 kcal/mol
SMILES ... O=CNCCNC[O-]
Max |F| ... 4.795 eV/Å
Charge ... -1
Electronic energy ... -11367.98260 eV

ORCA calculation (ωB97M-V/def2-TZVPD) on a single C4H9N2O2 molecule.

Structure (XYZ):
```
17
Properties=species:S:1:pos:R:3:forces:R:3:lowdin_charge:R:1
O 2.304 1.011 0.035 -1.9 -0.5 0.8 0.0999
O 0.679 1.998 -1.117 -1.6 -0.4 0.7 0.1510
N -0.806 1.062 1.320 0.3 -1.2 -0.9 0.1027
N -0.712 -2.879 0.218 -0.3 0.6 -0.1 -0.0101
C 1.098 1.219 -0.252 4.6 1.5 -2.1 -0.5758
C 0.063 0.273 0.424 -2.3 0.4 1.9 -0.2637
C -0.681 -0.513 -0.658 0.4 -0.3 0.9 -0.1495
C -1.526 -1.666 -0.086 1.6 -1.3 -0.7 -0.2505
H -0.404 -2.836 1.175 0.3 -0.1 0.2 0.0523
H -1.785 0.908 1.135 -0.1 0.7 -0.2 0.0805
H -1.996 -1.402 0.864 -0.6 0.1 -0.5 0.1096
H 0.630 -0.297 1.157 0.6 -0.5 -0.9 0.1442
H -1.344 0.088 -1.275 0.3 0.6 0.1 0.1200
H 0.102 -2.897 -0.391 -0.1 -0.2 0.2 0.0631
H -2.167 -1.990 -0.918 -0.6 0.4 0.7 0.1087
H 0.122 -0.900 -1.298 -0.4 -0.2 -0.2 0.1271
H -0.520 2.010 1.472 -0.2 0.3 0.1 0.0904
```
Forces are in eV/Å.

## Properties
ΔE to the lowest compared entry with this formula, charge and spin ... 23.07 kcal/mol
Max |F| ... 5.260 eV/Å
Charge ... 0
Electronic energy ... -11366.40822 eV
2S+1 ... 2